one | Entry from the Open Molecules 2025 dataset: a 3-piece molecular cluster, C23H45N5O2 overall (ωB97M-V/def2-TZVPD).

```
! wB97M-V def2-TZVPD RIJCOSX def2/J DEFGRID3
* xyz 0 1
O 0.834 -0.261 3.280
O 3.395 1.493 6.352
N -1.219 0.624 3.400
N 5.388 0.539 5.987
N -3.487 1.021 0.927
N -2.686 -0.476 -3.384
N -6.038 -0.377 -3.335
C 0.035 0.439 3.888
C -3.605 -0.294 -2.275
C 3.050 -1.764 -2.422
C 1.449 0.820 -2.238
C -4.986 -0.339 -2.875
C 2.622 -0.962 -3.678
C -3.596 -1.400 -1.191
C -3.436 1.179 -0.210
C -3.463 1.170 -1.689
C 0.390 1.124 5.185
C -2.306 1.407 3.956
C 6.719 0.416 5.424
C -2.560 -2.607 0.720
C 4.885 2.683 4.907
C -1.245 -2.471 -1.398
C -0.902 1.517 -1.665
C -2.245 -1.697 -0.514
C 0.273 1.725 -2.658
C 2.439 0.541 -3.413
C -1.676 -1.920 -5.052
C -2.978 -1.561 -4.306
C -2.259 1.960 -2.246
C 4.485 1.537 5.805
H -0.550 -1.758 -1.860
H 2.344 -2.576 -2.249
H 2.022 1.002 -4.309
H -2.581 -3.638 0.359
H -2.601 2.168 3.234
H -0.265 0.779 5.987
H -0.085 1.381 -3.633
H 4.008 -2.249 -2.616
H -1.390 0.141 2.532
H -2.278 1.979 -3.332
H -2.425 2.998 -1.938
H -3.162 0.756 4.137
H -3.920 -2.331 -1.668
H 6.955 1.263 4.790
H -2.026 1.887 4.888
H -1.275 -0.994 -5.469
H 1.729 -1.394 -4.132
H -1.725 -0.490 -3.080
H -0.727 2.103 -0.763
H 3.171 -1.150 -1.533
H 1.415 0.886 5.446
H -0.619 -3.093 -0.759
H -3.687 -1.242 -5.073
H 5.092 2.324 3.899
H 7.456 0.361 6.227
H 4.064 3.391 4.863
H -1.735 -3.048 -2.178
H -0.925 0.451 -1.443
H 1.089 -0.141 -1.870
H -0.947 -2.271 -4.318
H -1.843 -2.663 -5.824
H 6.784 -0.497 4.829
H 1.996 1.317 -1.436
H 5.766 3.191 5.302
H -4.343 1.746 -1.977
H 3.426 -1.045 -4.412
H 5.057 -0.194 6.594
H 0.572 2.770 -2.678
H 0.301 2.206 5.080
H 3.409 0.963 -3.151
H -4.352 -1.193 -0.436
H -3.529 -2.385 1.163
H -1.797 -0.799 -0.090
H -1.755 -2.518 1.448
H -3.394 -2.456 -3.834
*
```

Molecular weight ... 423.6 g/mol
Orbital gap ... 9.70 eV
Structure (SMILES) ... CCCCCCC[C@H](C#N)[C@](C#N)(CC(C)C)NCC.CNC(C)=O.CNC(C)=O
LUMO level ... 0.0275 Ha

=====

two | Entry from the Open Molecules 2025 dataset: a 3-piece molecular cluster, C23H45N5O2 overall (ωB97M-V/def2-TZVPD).

```
! wB97M-V def2-TZVPD RIJCOSX def2/J DEFGRID3
* xyz 0 1
O 4.541 -0.136 -0.355
O 4.406 0.949 -2.328
N -2.143 -2.149 -2.711
N 7.512 -2.527 3.550
N 3.403 -2.995 4.021
N 3.361 1.658 2.390
N -3.468 2.447 2.262
C -2.915 -1.820 -1.526
C -5.390 1.411 1.104
C -4.736 2.689 1.604
C -2.966 3.598 2.990
C 1.906 -1.045 -1.239
C -3.390 -4.156 -3.700
C -2.311 -1.256 -3.842
C 6.356 -0.399 1.104
C 5.715 -1.478 1.983
C 3.909 -2.123 3.451
C 6.685 -2.013 2.908
C -2.070 2.272 0.121
C 4.702 0.170 3.677
C 4.447 1.470 2.996
C -2.030 0.202 -3.510
C 3.166 -1.084 -2.100
C -2.489 1.707 1.484
C 5.908 -0.546 -0.320
C 4.463 -1.000 2.722
C -2.593 4.853 2.192
C 4.088 0.000 -1.656
C -2.122 -3.552 -3.087
C -4.440 -1.718 -1.655
H 1.381 -1.984 -1.265
H -2.062 0.799 -4.422
H -1.661 4.726 1.643
H -4.648 3.393 0.761
H 7.430 -0.451 1.134
H -1.303 -3.684 -3.802
H 1.204 -0.283 -1.534
H -3.373 5.140 1.486
H -4.169 -4.312 -2.955
H -5.491 0.680 1.907
H -1.376 3.106 0.216
H -1.606 -1.566 -4.617
H 5.198 2.250 3.018
H -3.797 -3.537 -4.500
H -2.882 0.699 1.324
H -1.559 1.496 -0.455
H -2.770 0.617 -2.825
H 6.504 0.059 -0.987
H -2.668 -2.542 -0.744
H 6.076 0.601 1.403
H 3.957 0.100 4.455
H 3.679 -2.018 -1.920
H -1.600 1.561 2.102
H -3.728 3.876 3.725
H -4.918 -2.694 -1.696
H -6.387 1.628 0.717
H -4.837 -1.203 -0.778
H 5.664 0.140 4.164
H 2.980 -0.961 -3.151
H 3.711 -0.699 2.013
H -2.546 -0.863 -1.144
H -2.448 5.693 2.875
H -4.745 -1.147 -2.534
H 2.217 -0.902 -0.217
H 5.408 -2.281 1.335
H -1.041 0.318 -3.065
H -4.819 0.957 0.293
H -5.409 3.156 2.328
H -2.101 3.282 3.580
H 6.002 -1.574 -0.652
H -3.316 -1.330 -4.287
H -2.925 2.604 -0.470
H -3.160 -5.133 -4.130
H 3.343 2.584 1.983
H -1.836 -4.139 -2.211
*
```

Molecular weight ... 423.6 g/mol
Orbital gap ... 8.65 eV
Structure (SMILES) ... [H]/N=C/C[C@H](C#N)[C@H](C#N)CCOC(=O)CC.CCN(CC)CC.CCN(CC)CC
LUMO level ... 0.0185 Ha

=====

It is two that is the least stable of them.